(1)
Here is 4 unconnected molecules or ions with the total composition C26H38O6 in a non-equilibrium geometry from the Open Molecules 2025 dataset. Energies are from wB97M-V/def2-TZVPD.

Computed properties:
- SMILES: C[C@@H](O)Cc1cccc2c1C(=O)c1ccccc1C2=O.CC(C)O.CC(C)O.CC(C)O
- Maximum force: 0.1586 hartree/bohr
- E: -39843.8978 eV
- Frontier orbital gap: 7.180 eV
- Energy above the lowest of the compared OMol25 structures with the same formula, charge and spin: 21.2125 eV

```
! RIJCOSX wB97M-V def2-TZVPD def2/J DEFGRID3
* xyz 0 1
C 4.467 -0.841 1.002
C 4.243 -1.896 -0.233
O 4.829 -3.200 0.221
C 2.661 -2.199 -0.543
C 1.720 -0.854 -0.694
C 2.282 0.635 -1.187
C 1.277 1.940 -1.275
C -0.318 1.712 -0.860
C -0.919 0.240 -0.401
C 0.105 -1.067 -0.319
C -0.563 -2.495 0.130
O -0.167 -3.717 -0.293
C -1.883 -2.514 1.158
C -2.044 -3.813 2.156
C -3.389 -3.822 3.134
C -4.453 -2.548 3.026
C -4.227 -1.250 2.036
C -2.895 -1.228 1.070
C -2.519 0.009 0.021
O -3.462 0.830 -0.446
H 3.745 -1.086 1.918
H 4.284 0.283 0.733
H 5.612 -0.943 1.320
H 4.801 -1.606 -1.226
H 5.690 -3.041 0.709
H 2.490 -2.956 -1.447
H 2.242 -2.776 0.414
H 3.433 0.697 -1.470
H 1.723 2.993 -1.605
H -0.994 2.674 -0.901
H -1.299 -4.725 2.214
H -3.536 -4.733 3.857
H -5.435 -2.543 3.682
H -4.962 -0.330 1.939
C -6.142 -7.694 4.280
C -6.047 -6.767 5.481
C -7.184 -7.010 6.460
O -6.087 -5.413 5.036
H -7.075 -7.530 3.730
H -5.324 -7.500 3.578
H -6.097 -8.744 4.587
H -5.087 -6.917 5.987
H -8.155 -6.821 5.987
H -7.110 -6.327 7.313
H -7.171 -8.038 6.832
H -6.936 -5.271 4.585
C -0.860 5.411 -3.745
C 0.660 5.410 -3.794
C 1.169 5.623 -5.210
O 1.147 4.165 -3.299
H -1.272 4.601 -4.357
H -1.212 5.244 -2.721
H -1.265 6.362 -4.105
H 1.050 6.198 -3.140
H 0.829 4.820 -5.874
H 2.264 5.607 -5.232
H 0.824 6.580 -5.614
H 0.806 3.460 -3.873
C 4.533 5.502 -1.407
C 5.625 5.142 -2.402
C 5.540 6.001 -3.653
O 5.500 3.768 -2.762
H 3.539 5.338 -1.839
H 4.599 4.868 -0.516
H 4.611 6.549 -1.097
H 6.607 5.270 -1.933
H 4.582 5.854 -4.165
H 6.324 5.722 -4.365
H 5.648 7.063 -3.411
H 4.631 3.645 -3.179
*
```


(2)
Here is a molecular structure, C20H19HgN6S3Si from the Open Molecules 2025 dataset. Energies are from wB97M-V/def2-TZVPD.

Computed properties:
- Maximum force: 0.0044 hartree/bohr
- E: -74549.8989 eV
- Frontier orbital gap (alpha / beta): 4.834 / 5.969 eV

```
! RIJCOSX wB97M-V def2-TZVPD def2/J DEFGRID3
* xyz -2 2
Hg 0.138 -0.867 -0.685
C 2.886 4.758 -2.227
Si 1.140 4.883 -2.872
C 1.262 4.980 -4.751
C 0.484 6.549 -2.278
C -0.156 3.602 -2.459
C -1.439 3.881 -2.916
C -2.499 3.017 -2.679
C -2.221 1.867 -1.956
N -1.011 1.565 -1.510
C 0.037 2.382 -1.749
S 1.578 1.858 -1.164
H 3.449 5.632 -2.575
H 3.370 3.845 -2.575
H 2.901 4.728 -1.137
H 1.914 5.801 -5.065
H 0.279 5.130 -5.205
H 1.671 4.047 -5.146
H 1.141 7.365 -2.596
H 0.430 6.561 -1.186
H -0.519 6.751 -2.660
H -1.622 4.798 -3.473
H -3.499 3.225 -3.037
H -2.991 1.138 -1.715
S -2.691 -1.564 -0.851
C -2.896 -1.500 0.860
C -3.994 -0.810 1.407
C -4.253 -0.752 2.765
C -5.418 -0.056 3.241
N -6.358 0.500 3.609
C -3.367 -1.384 3.658
C -2.260 -2.042 3.145
C -1.990 -2.135 1.770
S -0.601 -3.011 1.223
C -3.590 -1.367 5.076
N -3.751 -1.361 6.217
H -4.672 -0.318 0.721
H -1.575 -2.527 3.829
N 3.496 -2.901 3.946
C 3.467 -1.750 3.176
C 2.307 -1.413 2.454
N 2.273 -0.358 1.672
C 3.384 0.384 1.585
C 4.506 0.057 2.312
N 4.562 -1.011 3.120
H 2.599 -3.278 4.203
H 4.187 -2.895 4.677
H 1.405 -2.021 2.506
H 3.344 1.247 0.930
H 5.401 0.669 2.259
*
```


(3)
Here is 2 unconnected molecules or ions with the total composition CH7OS in a non-equilibrium geometry from the Open Molecules 2025 dataset. Energies are from wB97M-V/def2-TZVPD.

Computed properties:
- Maximum force: 0.0829 hartree/bohr
- E: -14023.1744 eV
- Frontier orbital gap: 9.699 eV
- Energy above the lowest of the compared OMol25 structures with the same formula, charge and spin: 2.4023 eV

```
! RIJCOSX wB97M-V def2-TZVPD def2/J DEFGRID3
* xyz 1 1
O 2.320 0.196 0.380
H -1.513 1.401 -0.459
H 2.909 0.225 1.130
H 2.725 -0.209 -0.392
C -1.394 -0.893 0.627
S -0.651 0.349 -0.556
H -1.945 -1.629 0.044
H -2.025 -0.300 1.276
H -0.552 -1.479 1.010
H 0.561 -0.272 -0.462
*
```


(4)
Here is a molecular structure, C15H27N5O6Rh in a non-equilibrium geometry from the Open Molecules 2025 dataset. Energies are from wB97M-V/def2-TZVPD.

Computed properties:
- Maximum force: 0.0680 hartree/bohr
- E: -38720.0686 eV
- Frontier orbital gap (alpha / beta): 5.941 / 5.206 eV
- Energy above the lowest of the compared OMol25 structures with the same formula, charge and spin: 0.4343 eV

```
! RIJCOSX wB97M-V def2-TZVPD def2/J DEFGRID3
* xyz 1 5
O -0.244 -2.801 -4.095
H 0.441 -2.921 -3.402
Rh 0.025 -0.075 -0.026
N -0.943 0.450 -1.665
N 1.456 0.698 -1.114
N -1.467 -0.538 1.229
N 0.926 0.005 1.762
O -2.196 0.654 -1.711
O -2.748 -0.893 0.925
O 2.224 0.290 1.991
O 2.618 0.967 -0.675
C 1.195 0.824 -2.460
C -0.173 0.648 -2.772
C -1.171 -0.567 2.530
C 0.174 -0.240 2.836
C -0.830 0.677 -4.105
H -1.382 -0.263 -4.264
H -0.043 0.776 -4.859
H -1.516 1.540 -4.161
C 2.340 0.973 -3.407
H 3.043 0.128 -3.297
H 2.873 1.917 -3.203
H 1.921 0.977 -4.420
C -2.201 -0.803 3.592
C 0.675 -0.125 4.247
H -3.079 -1.338 3.185
H -2.537 0.153 4.050
H -1.729 -1.390 4.402
H 1.613 0.465 4.300
H 0.857 -1.149 4.644
H -0.102 0.341 4.890
H -2.812 -1.050 -0.046
H 2.614 0.510 1.098
C 0.893 -1.946 -0.207
H 0.591 -2.587 -1.060
H 0.499 -2.241 0.778
H 1.962 -1.695 -0.212
O -3.212 -2.828 -2.001
H -2.704 -3.011 -2.813
H -2.505 -2.788 -1.305
N -0.615 2.076 0.403
C -0.056 2.769 1.513
C -0.851 3.001 2.631
C -0.318 3.758 3.685
C 1.007 4.214 3.607
C 1.814 3.903 2.503
C 1.278 3.150 1.452
H -1.626 1.944 0.448
H -0.389 2.480 -0.503
H -1.880 2.616 2.630
H -0.966 4.003 4.538
H 1.414 4.819 4.414
H 2.851 4.249 2.421
H 1.870 2.887 0.569
*
```


(5)
Here is a molecular structure, C61H161AgN14O14 in a non-equilibrium geometry from the Open Molecules 2025 dataset. Energies are from wB97M-V/def2-TZVPD.

Computed properties:
- Maximum force: 0.0640 hartree/bohr
- E: -119380.9052 eV
- Frontier orbital gap: 6.609 eV

```
! RIJCOSX wB97M-V def2-TZVPD def2/J DEFGRID3
* xyz 0 1
Ag -3.675 -0.479 -1.106
C 0.846 0.418 -0.905
C -0.284 -0.557 -0.585
C 0.406 -1.860 -0.092
C 0.893 -1.762 1.342
C -0.261 -1.441 2.300
C -0.895 -0.071 1.891
N -1.301 -0.101 0.408
O -1.979 1.166 -0.038
C 0.026 1.076 2.214
C -2.125 -0.040 2.781
C -0.911 -1.035 -1.896
H 1.779 0.331 -0.349
H 0.545 1.457 -0.772
H 1.097 0.431 -1.965
H 1.319 -2.053 -0.656
H -0.225 -2.742 -0.207
H 1.630 -0.983 1.536
H 1.298 -2.722 1.661
H 0.262 -1.334 3.250
H -1.068 -2.170 2.366
H 0.483 1.046 3.203
H -0.584 1.980 2.227
H 0.890 1.180 1.557
H -2.876 -0.818 2.645
H -2.500 0.971 2.622
H -1.925 -0.090 3.851
H -1.369 -0.160 -2.357
H -1.645 -1.830 -1.765
H -0.154 -1.308 -2.631
C 3.008 -2.576 4.771
C 2.983 -2.394 6.237
C 1.630 -1.837 6.660
O 1.564 -0.604 5.976
C 0.270 -0.007 6.147
N 3.224 -3.697 6.914
H 3.012 -1.696 4.129
H 2.113 -3.103 4.439
H 3.825 -3.225 4.453
H 3.793 -1.691 6.433
H 1.621 -1.910 7.748
H 0.893 -2.575 6.343
H -0.475 -0.726 5.807
H 0.168 0.811 5.433
H 0.060 0.337 7.160
H 2.395 -4.269 6.836
H 3.894 -4.255 6.403
C -0.961 1.818 -4.708
C -0.579 2.607 -3.479
C -0.150 4.089 -3.792
O -0.099 4.927 -2.601
C 0.499 6.198 -2.858
N -1.705 2.635 -2.629
H -1.961 2.069 -5.062
H -1.076 0.745 -4.554
H -0.225 1.965 -5.499
H 0.247 2.135 -2.946
H -1.060 4.478 -4.249
H 0.687 4.220 -4.477
H 1.543 5.994 -3.094
H 0.471 6.845 -1.981
H 0.081 6.769 -3.687
H -1.350 3.335 -1.993
H -1.729 1.853 -1.991
C 2.264 -5.101 0.494
C 1.381 -6.115 1.192
C 0.111 -5.579 1.849
O -0.438 -6.530 2.834
C -1.665 -6.118 3.453
N 1.238 -7.207 0.203
H 2.407 -4.244 1.152
H 1.721 -4.825 -0.410
H 3.210 -5.450 0.082
H 2.022 -6.555 1.957
H -0.630 -5.399 1.070
H 0.321 -4.619 2.320
H -1.868 -6.843 4.241
H -2.500 -5.946 2.774
H -1.512 -5.150 3.929
H 2.160 -7.522 -0.061
H 0.739 -7.978 0.623
C -3.652 -3.191 0.361
C -4.996 -2.964 -0.315
C -5.942 -1.976 0.391
O -5.193 -0.780 0.616
C -5.766 0.237 1.445
N -4.728 -2.505 -1.641
H -3.094 -3.980 -0.142
H -3.958 -3.638 1.307
H -3.036 -2.313 0.555
H -5.622 -3.840 -0.481
H -6.287 -2.408 1.330
H -6.788 -1.776 -0.266
H -5.049 1.037 1.629
H -6.032 -0.094 2.449
H -6.612 0.761 1.000
H -5.590 -2.757 -2.104
H -4.080 -3.157 -2.059
C 8.192 -2.203 -2.372
C 6.728 -2.624 -2.765
C 5.737 -1.495 -2.751
O 5.371 -1.072 -1.353
C 4.586 0.089 -1.362
N 6.777 -3.153 -4.078
H 8.327 -1.812 -1.364
H 8.630 -1.491 -3.072
H 8.783 -3.116 -2.442
H 6.331 -3.317 -2.024
H 4.799 -1.744 -3.248
H 6.051 -0.530 -3.147
H 3.665 -0.023 -1.934
H 5.221 0.880 -1.761
H 4.275 0.315 -0.342
H 6.856 -4.158 -4.143
H 5.830 -3.046 -4.413
C -5.268 2.241 -1.733
C -5.554 1.233 -2.829
C -6.249 1.883 -3.986
O -7.503 2.431 -3.571
C -8.081 3.443 -4.394
N -4.284 0.665 -3.257
H -6.144 2.889 -1.702
H -4.437 2.929 -1.885
H -5.029 1.766 -0.781
H -6.210 0.463 -2.425
H -6.310 1.313 -4.913
H -5.680 2.787 -4.203
H -8.317 3.046 -5.382
H -7.430 4.314 -4.463
H -9.023 3.682 -3.901
H -4.257 0.442 -4.241
H -3.570 1.372 -3.150
C -3.047 5.231 3.003
C -3.206 3.756 3.222
C -4.365 3.311 4.088
O -4.271 3.680 5.467
C -3.012 3.305 6.069
N -3.451 3.323 1.859
H -4.008 5.659 2.717
H -2.242 5.427 2.295
H -2.683 5.663 3.935
H -2.280 3.313 3.589
H -4.546 2.248 3.933
H -5.318 3.730 3.766
H -2.301 4.124 5.962
H -2.703 2.379 5.584
H -3.024 3.108 7.141
H -2.745 3.687 1.235
H -3.215 2.349 1.738
C -0.853 -4.874 -2.541
C -2.073 -4.590 -3.468
C -2.039 -5.274 -4.879
O -0.860 -4.943 -5.579
C -0.691 -5.852 -6.703
N -3.330 -4.892 -2.863
H -0.946 -4.323 -1.604
H 0.058 -4.599 -3.073
H -0.734 -5.938 -2.334
H -2.014 -3.515 -3.640
H -2.884 -5.055 -5.532
H -1.965 -6.352 -4.736
H 0.094 -5.560 -7.401
H -1.554 -5.852 -7.370
H -0.583 -6.916 -6.498
H -3.400 -5.719 -2.286
H -3.950 -5.179 -3.607
C 4.548 0.529 2.817
C 5.534 1.628 2.286
C 5.030 3.104 2.589
O 5.967 4.034 2.138
C 5.472 5.351 2.224
N 6.868 1.451 2.811
H 4.531 0.545 3.906
H 4.790 -0.500 2.553
H 3.520 0.656 2.479
H 5.598 1.397 1.223
H 4.823 3.230 3.651
H 4.078 3.180 2.065
H 6.209 5.996 1.746
H 5.416 5.714 3.250
H 4.503 5.525 1.757
H 6.679 1.176 3.764
H 7.279 2.371 2.879
C 2.010 4.262 -0.136
C 0.867 4.291 0.962
C 0.831 5.651 1.689
O 1.965 5.846 2.482
C 2.128 5.245 3.779
N -0.380 4.082 0.260
H 2.965 4.628 0.242
H 1.822 5.008 -0.908
H 2.230 3.288 -0.571
H 1.093 3.455 1.623
H -0.038 5.655 2.347
H 0.720 6.450 0.955
H 2.160 4.170 3.602
H 1.266 5.461 4.411
H 3.095 5.614 4.121
H -0.724 3.133 0.260
H -0.106 4.310 -0.685
C -8.511 0.591 5.872
C -7.225 0.198 5.147
C -5.975 0.201 6.096
O -4.839 -0.354 5.440
C -3.719 -0.602 6.228
N -7.385 -1.154 4.596
H -9.157 1.134 5.182
H -8.356 1.171 6.782
H -9.042 -0.326 6.126
H -6.978 0.893 4.344
H -6.139 -0.297 7.052
H -5.752 1.247 6.309
H -3.973 -1.288 7.035
H -3.416 0.357 6.650
H -2.928 -0.989 5.586
H -7.618 -1.769 5.362
H -6.457 -1.409 4.291
C 7.487 4.509 -2.428
C 6.770 3.615 -3.457
C 5.234 3.621 -3.278
O 4.652 2.521 -3.925
C 3.291 2.644 -3.999
N 7.179 4.071 -4.781
H 7.642 4.042 -1.456
H 6.915 5.433 -2.356
H 8.471 4.776 -2.813
H 7.251 2.666 -3.222
H 4.855 4.584 -3.620
H 5.002 3.391 -2.238
H 3.025 3.523 -4.587
H 2.810 2.555 -3.025
H 2.979 1.699 -4.443
H 6.468 3.608 -5.329
H 6.780 4.995 -4.703
C 2.383 -1.232 -5.049
C 1.850 -2.562 -5.638
C 2.419 -3.813 -4.904
O 3.851 -3.872 -5.001
C 4.360 -4.029 -6.337
N 0.368 -2.500 -5.649
H 3.446 -1.144 -5.275
H 2.152 -1.257 -3.984
H 1.837 -0.381 -5.455
H 2.108 -2.699 -6.688
H 1.957 -4.773 -5.135
H 2.035 -3.786 -3.884
H 5.298 -4.584 -6.365
H 4.486 -3.089 -6.876
H 3.668 -4.643 -6.913
H 0.106 -2.497 -4.674
H 0.074 -3.440 -5.873
*
```